This record from the Open Molecules 2025 dataset describes a 14-piece molecular cluster, C28H84O28 overall. The level of theory is ωB97M-V with the def2-TZVPD basis set.

The geometry in XYZ format:
```
140
Properties=species:S:1:pos:R:3:forces:R:3
C -22.0077 5.8324 -1.9079 1.358 -0.504 -1.649
C -21.1844 6.9889 -2.6127 0.435 -2.039 0.334
O -20.6225 7.7777 -1.5912 -0.287 1.123 0.285
O -23.1348 6.2421 -1.2685 -1.039 0.745 0.364
H -21.3353 5.3232 -1.2157 0.675 0.321 0.318
H -22.2598 4.9799 -2.5398 -0.086 0.254 -0.779
H -21.6031 7.6730 -3.3506 -0.873 -0.411 0.221
H -20.3292 6.5254 -3.1059 -0.100 -0.389 -0.408
H -20.0740 7.1761 -1.0803 0.621 0.047 0.468
H -22.9421 7.1665 -1.0868 -0.777 0.587 0.728
C -19.3298 3.1284 -3.7981 -0.191 -0.807 1.762
C -18.9633 2.5581 -2.3593 -1.235 1.207 0.465
O -19.7378 3.2293 -1.3341 -0.452 0.550 -0.592
O -18.3841 4.1281 -4.1135 0.533 0.098 -0.457
H -20.2894 3.6391 -3.8807 -0.241 -0.221 0.770
H -19.4319 2.2838 -4.4798 0.684 0.111 -0.371
H -17.9331 2.8307 -2.1305 0.254 -0.554 -0.479
H -19.2014 1.5111 -2.1715 0.446 -0.284 -0.850
H -19.3575 3.0261 -0.4760 0.336 -0.102 0.007
H -17.7872 3.8867 -4.8260 -0.004 -0.207 -0.098
C -17.5568 7.3865 0.2583 0.039 1.727 -0.540
C -17.8695 8.8174 -0.2539 -1.374 -0.901 1.352
O -19.0068 9.3222 0.5332 1.040 -0.378 -1.125
O -18.4565 6.4585 -0.3836 0.773 0.768 0.296
H -17.6012 7.3666 1.3474 -0.353 -0.185 0.027
H -16.4998 7.3255 -0.0033 0.123 -1.137 -0.297
H -18.1074 8.6908 -1.3104 -0.287 0.261 -0.107
H -17.0415 9.5196 -0.1550 0.288 -0.243 0.195
H -19.4371 9.9650 -0.0364 -0.453 0.161 0.115
H -18.4130 5.6103 0.0649 0.194 -0.263 0.176
C -20.3214 6.9010 3.8194 -0.279 1.471 0.717
C -20.6770 5.5235 3.2665 -0.047 0.250 1.189
O -19.6707 4.9669 2.4440 0.142 0.206 -0.256
O -21.0857 7.1932 5.0437 0.446 -0.679 -0.895
H -20.5357 7.7520 3.1719 -0.202 -0.346 -0.773
H -19.2777 7.0740 4.0833 0.377 -0.910 -0.194
H -21.6760 5.5555 2.8315 0.122 -0.029 -0.361
H -20.7522 4.8832 4.1459 -0.088 -0.122 0.098
H -19.9849 4.8548 1.5437 -0.191 0.123 0.029
H -20.7843 8.0821 5.2458 -0.295 0.070 0.356
C -14.1702 3.4476 -1.6936 0.167 -2.781 -2.119
C -14.1651 4.8138 -2.2198 -0.033 2.065 0.741
O -14.5949 5.6937 -1.1551 0.234 0.059 -0.255
O -15.4552 2.8989 -1.9573 -1.937 -0.234 1.487
H -13.8168 3.2071 -0.6913 -0.481 0.729 0.211
H -13.6684 2.7110 -2.3226 1.743 0.761 -0.102
H -14.9350 4.9600 -2.9779 0.229 -0.582 -0.527
H -13.2407 5.2176 -2.6336 0.375 -0.465 0.082
H -14.6898 6.5155 -1.6436 -0.296 0.611 0.456
H -15.7045 3.1844 -2.8393 -0.063 -0.023 -0.009
C -14.7103 10.3729 -2.6766 0.685 0.052 1.303
C -13.7353 11.3986 -2.0939 -0.311 0.744 0.115
O -12.4596 11.0975 -2.5827 1.235 -1.251 -0.544
O -14.3855 9.0497 -2.1747 0.088 0.442 -0.833
H -14.5185 10.4527 -3.7468 -0.713 -0.375 -0.228
H -15.7352 10.5120 -2.3339 0.078 0.462 -0.519
H -13.7220 11.4283 -1.0043 -0.366 -0.083 0.063
H -13.8973 12.3906 -2.5168 -1.077 0.216 0.351
H -11.7693 11.4817 -2.0376 -0.143 0.004 0.080
H -13.5389 8.9070 -2.6059 0.446 -0.485 0.309
C -15.8021 10.8143 3.3394 -0.433 0.480 0.440
C -16.7431 9.7323 3.7589 0.828 -0.328 -0.906
O -16.2592 9.0763 4.9223 -0.698 0.442 0.483
O -15.9516 11.9049 4.3200 1.031 -1.165 -1.249
H -16.0701 11.1416 2.3347 0.028 0.275 0.012
H -14.7792 10.4381 3.3180 0.062 0.178 -0.001
H -16.7626 8.9462 3.0034 -0.506 0.245 -0.505
H -17.6784 10.2857 3.8438 -0.411 -0.685 0.436
H -17.0355 8.9912 5.4808 0.264 -0.215 0.431
H -15.0876 11.7986 4.7254 -0.159 0.736 0.751
C -25.0572 9.7490 0.5988 0.374 -2.894 -1.827
C -23.5026 9.5569 0.6640 -1.800 0.126 2.254
O -22.9009 8.8860 -0.3936 -0.275 0.480 -1.254
O -25.6577 10.3086 1.7109 0.453 1.913 1.141
H -25.5516 8.7765 0.6051 0.672 -0.753 -0.843
H -25.2986 10.1547 -0.3844 -0.158 0.824 0.068
H -23.3181 8.8754 1.4952 -0.069 0.670 0.880
H -23.0853 10.5489 0.8355 0.212 -0.196 -0.014
H -21.9639 8.9612 -0.1958 0.384 -0.206 -0.449
H -26.5934 10.0970 1.6834 0.100 0.037 0.011
C -19.9072 12.1914 1.7786 -1.964 -0.260 0.050
C -19.8349 12.0201 3.2826 1.867 1.657 -1.344
O -20.8007 12.8943 3.9108 0.618 -2.041 -0.086
O -21.0773 11.4944 1.3601 -0.505 -1.560 -0.861
H -19.0827 11.7050 1.2578 0.179 0.376 0.150
H -20.1670 13.1904 1.4281 1.327 0.551 0.472
H -18.8119 12.2909 3.5468 0.062 0.452 0.560
H -19.8583 10.9463 3.4700 -0.893 -0.005 0.350
H -21.2772 12.2129 4.3914 -0.786 0.639 0.495
H -21.8841 12.0110 1.4190 0.320 0.387 0.232
C -17.2988 7.0271 -3.9631 0.378 1.257 -1.667
C -16.1101 7.3768 -4.8955 0.371 -0.350 0.221
O -15.4117 6.1640 -5.2399 -0.154 -0.384 0.498
O -18.3719 6.6996 -4.8602 0.218 -0.179 0.794
H -17.6132 7.8947 -3.3824 0.174 0.294 -0.086
H -17.0494 6.2656 -3.2240 -0.047 -0.419 -0.317
H -15.3981 8.0753 -4.4550 -0.080 0.063 0.389
H -16.4357 7.8079 -5.8423 -0.600 0.256 0.289
H -14.6814 6.3710 -5.8277 -0.055 0.101 -0.067
H -18.6626 5.8293 -4.5727 -0.317 -0.433 -0.146
C -16.4348 2.9062 1.4013 0.690 -2.121 1.011
C -17.2181 1.6375 1.8226 0.593 -0.363 -1.179
O -16.3987 0.5433 2.1683 0.725 -0.476 0.391
O -17.2244 3.7017 0.5853 -0.401 1.120 0.075
H -15.5292 2.6789 0.8380 -0.060 -0.847 -0.113
H -16.0098 3.3008 2.3253 -0.481 1.070 0.235
H -17.6548 1.1873 0.9308 -0.677 0.660 -0.127
H -17.9773 1.8283 2.5813 -0.038 0.265 -0.025
H -15.8725 0.6463 2.9649 -0.165 0.408 0.153
H -16.5562 4.1714 0.0795 -0.329 0.431 -0.656
C -20.3323 9.8767 -5.2121 1.378 -0.374 -0.228
C -20.2194 10.4793 -3.7944 1.653 1.460 -2.295
O -21.3000 10.1469 -3.1055 -2.906 -1.150 2.537
O -19.0600 9.3892 -5.6842 -0.461 0.455 -0.126
H -20.7326 10.6103 -5.9123 0.112 0.183 -0.044
H -21.0289 9.0385 -5.2351 -0.194 0.073 0.468
H -20.2278 11.5676 -3.8668 0.446 0.276 -0.212
H -19.3525 10.1875 -3.2003 0.791 -0.152 -0.714
H -20.9800 9.3681 -2.6426 -0.956 -0.332 0.793
H -19.1866 8.4486 -5.8308 0.406 -0.214 0.123
C -17.5904 12.7719 -1.5960 0.651 1.271 -1.208
C -18.3300 13.9837 -2.2574 -0.192 -0.717 0.603
O -17.5421 14.4751 -3.3337 0.167 -0.173 -0.130
O -16.6444 13.3384 -0.6691 -0.489 -1.427 0.477
H -17.1215 12.1784 -2.3821 0.708 0.649 -0.591
H -18.1341 11.9096 -1.2096 -0.715 0.898 1.259
H -18.3845 14.7734 -1.5077 -0.027 -0.080 0.252
H -19.3614 13.7921 -2.5544 0.045 -0.383 -0.201
H -18.1054 14.7090 -4.0749 -0.009 -0.031 0.055
H -16.0831 14.0072 -1.0684 -0.206 -0.075 -0.524
C -12.8667 8.0990 2.6756 -0.931 0.734 0.361
C -13.7648 7.7812 1.4419 0.551 -1.089 1.314
O -14.2380 8.8658 0.7278 0.450 1.372 -0.445
O -12.7219 6.9653 3.4748 0.448 -1.324 0.460
H -13.3220 8.9061 3.2510 -0.258 0.185 0.020
H -11.8219 8.3988 2.5938 -0.115 0.190 -1.204
H -14.6764 7.3160 1.8195 0.173 -0.685 0.623
H -13.2222 7.0195 0.8813 -0.090 0.114 -0.519
H -14.4521 8.5990 -0.1699 0.163 0.162 -0.320
H -13.5040 6.6574 3.9388 -0.353 0.436 -0.235
```
Positions in Å, forces in eV/Å.

For the LUMO energy, the calculation gives 0.0036 hartree. The calculation puts the orbital gap at 9.42 eV. Its multiplicity is 1.



This record from the Open Molecules 2025 dataset describes an isolated ion of composition C5H4OPS and charge -1. The level of theory is ωB97M-V with the def2-TZVPD basis set.

The geometry in XYZ format:
```
12
Properties=species:S:1:pos:R:3:forces:R:3
C 0.1127 0.5053 0.9179 0.699 1.143 -0.888
C -0.1733 0.1861 -0.3772 0.822 0.178 -0.963
C 0.0409 -0.5521 1.9026 -2.498 -1.190 -0.935
C -0.3369 -1.2678 -0.5162 -1.277 2.746 -3.224
C -0.6673 -1.9307 -1.7563 1.014 0.785 -1.816
O -0.8405 -3.1478 -1.8668 -0.187 0.233 0.158
P -0.3240 -2.1774 0.9180 1.151 -0.790 2.814
S -1.7867 -0.6871 2.5278 1.340 0.702 0.018
H 0.6267 1.4623 1.0868 -0.675 -0.147 0.467
H -0.0623 1.0767 -1.1582 -0.492 -2.539 1.213
H 0.7885 -0.4204 2.6381 0.443 -0.498 1.172
H -0.5973 -1.3125 -2.7870 -0.341 -0.623 1.984
```
Positions in Å, forces in eV/Å.

For the LUMO energy (alpha / beta), the calculation gives 0.1387 / 0.0755 hartree. As for the charge: -1. The calculation puts the orbital gap (alpha / beta) at 5.18 / 6.22 eV. Its multiplicity is 3.



| no. | electronic energy (Eh) |
| --- | --- |
| 1 | -3223.5242 |
| 2 | -1007.6313 |